{"formula": "C57H67O3P2Sr", "method": "ωB97M-V/def2-TZVPD", "charge": 1, "energy_ev": -85746.017, "gap_ha": 0.2370, "e_homo_ev": -8.6, "elements": ["Sr", "C", "C", "C", "C", "C", "C", "C", "C", "C", "C", "C", "C", "C", "C", "C", "C", "C", "H", "H", "H", "H", "H", "H", "H", "H", "H", "H", "H", "H", "H", "H", "H", "H", "H", "H", "H", "H", "H", "H", "H", "H", "H", "H", "H", "H", "H", "C", "O", "C", "C", "O", "C", "H", "H", "H", "H", "H", "H", "H", "H", "H", "H", "O", "C", "C", "C", "C", "C", "C", "P", "C", "C", "C", "C", "C", "C", "C", "C", "C", "C", "C", "C", "C", "C", "C", "C", "C", "C", "P", "C", "C", "C", "C", "C", "C", "C", "C", "C", "C", "C", "C", "H", "H", "H", "H", "H", "H", "H", "H", "H", "H", "H", "H", "H", "H", "H", "H", "H", "H", "H", "H", "H", "H", "H", "H", "H", "H", "H", "H"], "coordinates": [[0.21457, -0.16879, 0.58737], [-1.69863, 0.73064, 3.24291], [-2.18917, -0.28035, 2.31842], [-1.92096, -1.53983, 3.00613], [-1.27950, -1.24649, 4.20262], [-1.16924, 0.15378, 4.37994], [-0.57541, 0.83131, 5.60260], [-0.39413, 2.33450, 5.38034], [0.77192, 0.20859, 5.99412], [-1.54390, 0.63196, 6.77928], [-2.19144, -2.99194, 2.59381], [-1.93170, -3.23952, 1.10354], [-3.63471, -3.40916, 2.91524], [-1.26388, -3.94305, 3.36794], [-3.48669, 0.16550, 1.60053], [-3.82436, -0.64473, 0.34394], [-3.36102, 1.64221, 1.17241], [-4.66698, 0.08302, 2.57917], [-1.83320, 1.79478, 3.10218], [-0.93296, -1.97642, 4.91925], [0.34650, 2.55764, 4.60526], [-0.04945, 2.81064, 6.30083], [-1.33515, 2.80503, 5.09136], [1.50973, 0.28452, 5.19415], [0.65814, -0.84917, 6.23348], [1.18296, 0.71285, 6.87236], [-2.50623, 1.09897, 6.56298], [-1.14297, 1.07191, 7.69635], [-1.72073, -0.43016, 6.95396], [-2.79141, -2.96328, 0.50047], [-1.72502, -4.29574, 0.91107], [-1.07883, -2.65413, 0.74739], [-4.36006, -2.87610, 2.30169], [-3.86083, -3.20515, 3.96255], [-3.77402, -4.47984, 2.73893], [-0.21378, -3.67064, 3.22837], [-1.40936, -4.96663, 3.01401], [-1.47488, -3.93787, 4.43639], [-2.95630, -0.74607, -0.31625], [-4.62397, -0.16257, -0.22467], [-4.17607, -1.64554, 0.58955], [-2.35989, 1.87670, 0.79282], [-3.55883, 2.31937, 2.00220], [-4.08374, 1.87486, 0.38722], [-4.85784, -0.94446, 2.88410], [-5.58025, 0.48000, 2.12512], [-4.44584, 0.66136, 3.47740], [1.08904, -4.00905, -0.29478], [1.30749, -2.63057, 0.01477], [2.40654, -2.48572, 0.90948], [2.46042, -1.06030, 1.40616], [1.38660, -0.82992, 2.44806], [1.44153, 0.66721, 2.64983], [2.00466, -4.44824, -0.69602], [0.30217, -4.05101, -1.04366], [0.77563, -4.55126, 0.59896], [3.38996, -2.68449, 0.47073], [2.29217, -3.11713, 1.79779], [2.28235, -0.37660, 0.50792], [3.44032, -0.75573, 1.76821], [2.36276, 0.91502, 3.17107], [0.54290, 1.05094, 3.14552], [1.53655, 1.14921, 1.64838], [1.28304, 1.18644, -3.18983], [1.21432, 0.20490, -4.15525], [2.20662, 0.03866, -5.10597], [2.13250, -1.03544, -5.98226], [1.08950, -1.93996, -5.89127], [0.10441, -1.76298, -4.92859], [0.13393, -0.68294, -4.05016], [-1.10601, -0.46271, -2.70537], [-2.37582, -1.68989, -3.14678], [-2.56119, -2.77330, -2.29764], [-3.48574, -3.76417, -2.60082], [-4.23878, -3.66691, -3.75971], [-4.06864, -2.58093, -4.61196], [-3.14122, -1.59841, -4.31003], [-1.86981, 1.12703, -3.18013], [-2.52894, 1.84462, -2.19049], [-3.14626, 3.05352, -2.47793], [-3.09869, 3.55999, -3.76776], [-2.43894, 2.85294, -4.76499], [-1.82862, 1.64206, -4.47540], [2.00536, 2.35847, -3.33665], [2.05251, 3.09770, -4.50095], [2.78476, 4.27983, -4.49532], [3.45073, 4.69829, -3.35365], [3.37666, 3.95358, -2.18207], [2.64846, 2.77653, -2.16541], [2.40304, 1.58040, -0.80130], [3.70299, 0.41784, -1.37614], [3.28554, -0.79802, -1.91370], [4.21028, -1.73118, -2.36353], [5.56627, -1.47449, -2.23520], [5.99302, -0.26350, -1.70224], [5.06955, 0.68762, -1.29802], [3.12655, 2.60355, 0.53631], [2.29819, 3.65882, 0.93675], [2.58057, 4.39569, 2.07458], [3.68646, 4.07363, 2.85270], [4.49762, 3.01250, 2.48451], [4.20806, 2.26783, 1.34586], [3.03846, 0.72798, -5.15168], [2.90376, -1.16485, -6.73005], [1.04107, -2.78672, -6.56228], [-0.70428, -2.47813, -4.85893], [-1.98876, -2.83243, -1.38183], [-3.61727, -4.60510, -1.93209], [-4.96469, -4.43250, -3.99991], [-4.66258, -2.50245, -5.51299], [-3.01944, -0.75230, -4.97510], [-2.55358, 1.46080, -1.18141], [-3.65935, 3.59694, -1.69470], [-3.57179, 4.50566, -3.99722], [-2.40231, 3.24638, -5.77264], [-1.31208, 1.10131, -5.26004], [1.53228, 2.76382, -5.38851], [2.82886, 4.87953, -5.39459], [4.02866, 5.61216, -3.36940], [3.89625, 4.29279, -1.29528], [2.22785, -1.02889, -1.99170], [3.86664, -2.66049, -2.80027], [6.29230, -2.20769, -2.56065], [7.05094, -0.05339, -1.61518], [5.41741, 1.65547, -0.96135], [1.40359, 3.89088, 0.36547], [1.92928, 5.20973, 2.36413], [3.90000, 4.63500, 3.75229], [5.34257, 2.73647, 3.10198], [4.81234, 1.39748, 1.12652]], "forces_ev_per_a": [[-4.8, -0.8, -1.9], [0.0, 0.1, -0.2], [-0.1, 0.4, 0.5], [0.0, -0.1, -0.4], [-0.1, 0.1, 0.1], [0.2, -0.1, 0.0], [-0.1, 0.0, 0.0], [0.0, 0.0, 0.0], [0.0, 0.0, 0.0], [0.0, 0.0, 0.0], [0.0, 0.0, 0.1], [-0.2, 0.1, 0.0], [0.0, -0.1, 0.0], [0.0, 0.0, 0.0], [0.3, -0.1, -0.3], [-0.1, 0.0, 0.1], [-0.1, 0.0, 0.0], [0.0, 0.0, 0.0], [0.0, 0.0, 0.0], [0.1, 0.0, 0.0], [0.0, 0.0, 0.0], [0.0, 0.0, 0.0], [0.0, 0.0, 0.0], [0.0, 0.0, 0.0], [0.0, 0.0, 0.0], [0.0, 0.0, 0.0], [0.0, 0.0, 0.0], [0.0, 0.0, 0.0], [0.0, 0.0, 0.0], [0.1, 0.0, 0.0], [0.0, 0.0, 0.0], [0.1, -0.1, 0.0], [0.0, 0.0, 0.0], [0.0, 0.0, 0.0], [0.0, 0.0, 0.0], [0.0, 0.0, 0.0], [0.0, 0.0, 0.0], [0.0, 0.0, 0.0], [0.0, 0.0, 0.0], [0.0, 0.0, 0.0], [0.0, 0.0, 0.0], [0.0, 0.0, 0.0], [0.1, 0.0, 0.0], [0.0, 0.0, 0.0], [0.0, 0.0, 0.0], [0.0, 0.0, 0.0], [0.0, 0.0, 0.0], [-0.1, 0.0, -0.1], [0.6, 0.3, 0.4], [0.2, 0.4, 0.9], [-0.7, 0.1, 0.4], [2.2, 1.8, -1.2], [0.8, -0.6, 0.2], [0.0, 0.0, 0.0], [0.0, 0.0, 0.0], [0.0, 0.0, 0.0], [-0.2, -0.3, -0.4], [-0.1, -0.2, -0.2], [1.1, -0.8, 1.2], [0.0, -0.2, 0.3], [0.0, 0.0, 0.1], [0.2, -0.7, 0.0], [0.4, 0.2, 1.0], [-0.3, 0.1, 0.0], [0.0, 0.0, 0.0], [0.0, -0.1, 0.0], [0.0, 0.0, 0.0], [0.0, 0.0, 0.0], [0.0, 0.0, 0.0], [0.1, 0.0, 0.1], [0.3, 0.2, 0.0], [0.0, 0.0, -0.1], [0.1, 0.0, 0.0], [0.0, 0.0, 0.0], [0.0, 0.0, 0.0], [0.0, 0.0, 0.0], [-0.1, 0.1, 0.1], [0.1, 0.0, -0.1], [0.1, 0.1, 0.0], [0.0, 0.0, 0.0], [0.0, 0.0, 0.0], [0.0, 0.0, 0.0], [0.0, 0.0, 0.0], [0.1, 0.0, 0.1], [0.0, 0.0, 0.0], [0.0, 0.0, 0.0], [0.0, 0.0, 0.0], [0.0, 0.0, 0.0], [-1.0, -0.4, -0.6], [1.4, 1.1, -0.6], [0.0, -0.3, 0.4], [0.0, -0.1, 0.1], [0.0, 0.0, 0.0], [0.0, 0.0, 0.0], [0.0, 0.0, -0.1], [0.0, 0.1, -0.2], [-0.3, -0.5, 0.6], [0.0, 0.1, 0.0], [0.0, 0.0, 0.0], [0.0, 0.0, 0.0], [0.0, 0.0, 0.0], [0.0, 0.0, 0.0], [0.0, 0.0, 0.0], [0.0, 0.0, 0.0], [0.0, 0.0, 0.0], [0.0, 0.0, 0.0], [0.1, -0.1, -0.1], [0.0, 0.0, 0.0], [0.0, 0.0, 0.0], [0.0, 0.0, 0.0], [0.0, 0.0, 0.0], [-0.1, 0.0, 0.0], [0.0, 0.0, 0.0], [0.0, 0.0, 0.0], [0.0, 0.0, 0.0], [0.0, 0.0, 0.0], [0.0, 0.0, 0.0], [0.0, 0.0, 0.0], [0.0, 0.0, 0.0], [0.0, 0.0, 0.0], [0.0, 0.0, 0.0], [0.0, 0.0, 0.0], [0.0, 0.0, 0.0], [0.0, 0.0, 0.0], [0.0, 0.0, 0.1], [0.1, 0.1, -0.1], [0.0, 0.0, 0.0], [0.0, 0.0, 0.0], [0.0, 0.0, 0.0], [0.1, 0.1, -0.1]], "lowdin_charge": [1.397, -0.124, -0.238, -0.169, -0.025, -0.242, -0.554, -0.053, -0.040, -0.044, -0.517, -0.063, -0.038, -0.063, -0.536, -0.054, -0.079, -0.028, 0.095, 0.103, 0.069, 0.087, 0.084, 0.058, 0.083, 0.087, 0.089, 0.083, 0.084, 0.044, 0.091, 0.041, 0.058, 0.096, 0.088, 0.081, 0.083, 0.082, 0.041, 0.094, 0.064, 0.063, 0.085, 0.079, 0.067, 0.091, 0.092, -0.058, -0.279, -0.189, -0.231, -0.301, -0.126, 0.102, 0.093, 0.096, 0.139, 0.148, -0.016, 0.147, 0.109, 0.063, -0.012, -0.086, -0.295, -0.011, -0.059, -0.070, -0.066, -0.293, 1.099, -0.387, -0.115, -0.062, -0.066, -0.063, -0.082, -0.366, -0.099, -0.063, -0.070, -0.067, -0.093, -0.266, -0.002, -0.052, -0.065, -0.059, -0.261, 1.097, -0.341, -0.116, -0.063, -0.063, -0.057, -0.079, -0.404, -0.118, -0.059, -0.063, -0.066, -0.102, 0.125, 0.113, 0.109, 0.103, 0.057, 0.110, 0.110, 0.110, 0.106, 0.047, 0.108, 0.109, 0.108, 0.109, 0.127, 0.114, 0.110, 0.111, 0.094, 0.115, 0.111, 0.112, 0.108, 0.117, 0.114, 0.112, 0.113, 0.094]}